[1]
Molecular formula: C35H37N5P2PtSeTe
Method: DFT, ωB97M-V with the def2-TZVPD basis set

Positions of all 82 atoms, in Å:
1 Pt -1.374 -0.233 2.162
2 N -1.176 -1.931 3.314
3 C -2.072 -1.871 4.523
4 C -2.820 -0.542 4.633
5 N -2.004 0.524 4.006
6 C -2.631 1.865 3.842
7 C -3.167 2.004 2.434
8 N -2.112 1.585 1.455
9 H -1.506 -2.715 2.721
10 H -0.218 -2.127 3.587
11 H -1.467 -2.058 5.409
12 H -2.796 -2.680 4.439
13 H -3.020 -0.297 5.677
14 H -3.759 -0.595 4.085
15 H -1.160 0.646 4.560
16 H -1.855 2.608 4.035
17 H -3.426 2.012 4.573
18 H -3.487 3.028 2.238
19 H -4.004 1.326 2.281
20 H -1.414 2.316 1.347
21 H -2.547 1.470 0.541
22 Te 2.915 -1.335 -0.795
23 C 3.242 -0.332 -2.624
24 C 4.481 0.224 -2.891
25 C 4.653 0.882 -4.106
26 N 3.689 1.019 -5.009
27 C 2.510 0.460 -4.746
28 C 2.235 -0.235 -3.576
29 C 1.156 -0.242 -0.305
30 P 1.175 1.365 -0.661
31 C -0.306 2.248 -1.058
32 C -0.432 3.589 -0.670
33 C -1.598 4.273 -0.967
34 C -2.626 3.631 -1.655
35 C -2.487 2.311 -2.067
36 C -1.322 1.615 -1.778
37 C 2.633 2.292 -1.007
38 C 3.722 2.245 -0.132
39 C 4.849 2.990 -0.423
40 C 4.891 3.765 -1.579
41 C 3.806 3.809 -2.446
42 C 2.665 3.080 -2.161
43 P -0.256 -1.209 0.398
44 C -1.139 -1.799 -1.060
45 C -2.488 -1.484 -1.191
46 C -3.191 -1.894 -2.314
47 C -2.545 -2.605 -3.315
48 C -1.197 -2.922 -3.188
49 C -0.492 -2.529 -2.062
50 C 0.650 -2.616 1.088
51 C 0.279 -3.924 0.798
52 C 0.968 -4.978 1.387
53 C 2.015 -4.731 2.262
54 C 2.373 -3.423 2.574
55 C 1.687 -2.367 1.997
56 H 5.299 0.172 -2.184
57 H 5.611 1.326 -4.353
58 H 1.748 0.562 -5.511
59 H 1.262 -0.691 -3.429
60 H 0.376 4.089 -0.149
61 H -1.705 5.309 -0.675
62 H -3.533 4.173 -1.889
63 H -3.277 1.827 -2.626
64 H -1.200 0.596 -2.121
65 H 3.685 1.630 0.759
66 H 5.697 2.971 0.248
67 H 5.778 4.342 -1.803
68 H 3.851 4.407 -3.346
69 H 1.819 3.106 -2.837
70 H -3.006 -0.937 -0.410
71 H -4.248 -1.672 -2.391
72 H -3.094 -2.930 -4.189
73 H -0.698 -3.493 -3.960
74 H 0.548 -2.812 -1.957
75 H -0.553 -4.126 0.139
76 H 0.679 -5.996 1.161
77 H 2.551 -5.557 2.710
78 H 3.183 -3.231 3.265
79 H 1.957 -1.345 2.253
80 Se -4.772 -1.194 1.573
81 C -3.619 -2.586 1.561
82 N -2.836 -3.448 1.580

* HOMO level: -12.228 eV
* total charge: +2

Mulliken atomic charge list, values in e, 2 entries: number 1, Pt, carries 1.381; number 2, N, carries -0.596

=====

[2]
Molecular formula: C35H37NO3P2V
Method: DFT, ωB97M-V with the def2-TZVPD basis set

Positions of all 79 atoms, in Å:
1 V -0.933 0.543 -2.061
2 C -2.400 0.945 -3.217
3 C -2.240 -0.513 -3.010
4 C -1.467 -1.336 -3.979
5 C -0.015 -0.849 -4.206
6 C 0.605 -0.068 -3.088
7 C 0.507 1.405 -3.023
8 C -0.268 2.195 -4.027
9 C -1.730 1.739 -4.284
10 C 1.617 0.173 3.241
11 H -3.367 1.355 -2.909
12 H -3.059 -1.038 -2.509
13 H -1.987 -1.364 -4.956
14 H -1.439 -2.391 -3.650
15 H 0.587 -1.759 -4.359
16 H 0.035 -0.302 -5.161
17 H 1.507 -0.523 -2.674
18 H 1.365 1.928 -2.594
19 H 0.257 2.175 -4.995
20 H -0.282 3.264 -3.747
21 H -2.319 2.662 -4.411
22 H -1.800 1.234 -5.257
23 H 0.682 0.746 3.190
24 H 2.338 0.643 3.923
25 H 1.398 -0.851 3.568
26 P -1.495 -0.673 1.552
27 P 2.383 0.096 1.655
28 C -0.079 -0.902 0.443
29 C 1.258 -0.615 0.470
30 C -2.466 -2.189 1.651
31 C -2.732 -2.866 0.450
32 C -3.516 -4.019 0.452
33 C -4.043 -4.534 1.638
34 C -3.803 -3.848 2.831
35 C -3.037 -2.685 2.836
36 C -2.464 0.505 0.554
37 C -1.792 1.568 -0.136
38 C -2.552 2.687 -0.558
39 C -3.920 2.767 -0.290
40 C -4.568 1.697 0.330
41 C -3.831 0.618 0.804
42 C 3.812 -0.990 1.690
43 C 3.577 -2.328 2.053
44 C 4.646 -3.218 2.114
45 C 5.941 -2.791 1.817
46 C 6.158 -1.468 1.436
47 C 5.107 -0.552 1.378
48 C 2.732 1.754 1.052
49 C 2.431 2.892 1.820
50 C 2.653 4.165 1.292
51 C 3.143 4.316 -0.009
52 C 3.407 3.186 -0.788
53 C 3.217 1.909 -0.260
54 H -0.447 -1.406 -0.478
55 H 1.776 -0.839 -0.480
56 H -2.338 -2.483 -0.494
57 H -3.711 -4.524 -0.492
58 H -4.636 -5.447 1.640
59 H -4.216 -4.210 3.771
60 H -2.900 -2.159 3.781
61 H -0.679 1.581 -0.243
62 H -2.042 3.497 -1.085
63 H -4.489 3.650 -0.566
64 H -5.647 1.720 0.476
65 H -4.335 -0.159 1.380
66 H 2.559 -2.661 2.277
67 H 4.456 -4.249 2.390
68 H 6.773 -3.491 1.879
69 H 7.158 -1.138 1.172
70 H 5.280 0.487 1.090
71 H 2.032 2.774 2.830
72 H 2.438 5.044 1.898
73 H 3.325 5.311 -0.415
74 H 3.757 3.291 -1.818
75 H 3.434 1.032 -0.874
76 O -0.560 0.656 5.373
77 N -1.309 -0.121 4.849
78 O -2.239 -0.777 5.265
79 O -1.195 0.129 2.793

* spin multiplicity: 2
* HOMO level (alpha / beta): -13.518 / -13.687 eV
* total charge: +2

Mulliken atomic charge list, values in e, 2 entries: number 1, V, carries -0.269; number 2, C, carries 0.007

=====

[3]
Molecular formula: C35H38AlFN3O3Si
Method: DFT, ωB97M-V with the def2-TZVPD basis set

Positions of all 82 atoms, in Å:
1 C 0.613 2.036 -2.162
2 C -0.423 2.509 -3.021
3 C -1.644 2.486 -2.311
4 H -0.264 2.938 -4.011
5 C -1.418 2.009 -1.004
6 C -0.009 1.770 -0.869
7 H 0.546 1.746 0.064
8 H 1.686 2.191 -2.289
9 H -2.595 2.878 -2.682
10 H -2.129 1.978 -0.178
11 Al -0.063 -0.055 -1.915
12 C -1.411 -2.507 -6.296
13 H -2.201 -2.132 -5.622
14 H -1.913 -2.662 -7.263
15 H -0.579 -1.810 -6.526
16 Si -0.508 -1.186 -4.606
17 C 1.300 -0.899 -5.078
18 C 2.017 0.309 -5.116
19 H 1.608 1.196 -4.643
20 C 3.277 0.372 -5.711
21 H 3.836 1.298 -5.704
22 C 3.840 -0.752 -6.302
23 H 4.801 -0.699 -6.807
24 C 3.144 -1.956 -6.265
25 H 3.558 -2.843 -6.737
26 C 1.914 -2.042 -5.611
27 H 1.416 -3.009 -5.508
28 C -1.530 0.228 -5.295
29 C -1.085 0.821 -6.487
30 H -0.087 0.601 -6.862
31 C -1.885 1.744 -7.154
32 H -1.531 2.174 -8.082
33 C -3.111 2.124 -6.627
34 H -3.730 2.846 -7.149
35 C -3.549 1.548 -5.438
36 H -4.507 1.841 -5.025
37 C -2.766 0.613 -4.763
38 H -3.068 0.232 -3.787
39 H -0.947 -2.385 -3.786
40 H -1.009 -3.449 -5.893
41 F -3.321 -0.424 3.797
42 C -1.963 -0.551 3.599
43 C -1.528 -0.765 2.313
44 C -0.136 -0.822 2.058
45 C 0.371 -0.829 0.731
46 O -0.489 -0.782 -0.266
47 C 1.777 -0.808 0.540
48 C 2.605 -0.726 1.650
49 N 2.131 -0.599 2.926
50 C 2.996 -0.406 4.035
51 C 4.331 0.255 3.822
52 C 3.246 0.979 4.560
53 C 0.757 -0.652 3.152
54 C 0.281 -0.447 4.453
55 C -1.106 -0.393 4.721
56 N -1.563 -0.139 6.010
57 C -0.882 0.835 6.852
58 C -0.582 0.230 8.205
59 N -1.867 -0.289 8.750
60 C -2.627 -1.239 7.891
61 C -2.843 -0.582 6.540
62 C 2.443 -0.866 -0.825
63 O 3.611 -1.198 -0.915
64 O 1.703 -0.524 -1.871
65 H -2.223 -0.877 1.480
66 H 3.689 -0.758 1.562
67 H 2.939 -1.175 4.813
68 H 5.154 -0.126 4.430
69 H 4.568 0.598 2.813
70 H 2.743 1.815 4.064
71 H 3.375 1.072 5.642
72 H 0.989 -0.315 5.278
73 H -1.527 1.723 6.991
74 H 0.036 1.160 6.359
75 H 0.094 -0.621 8.148
76 H -0.191 0.957 8.915
77 H -1.704 -0.721 9.670
78 H -2.476 0.524 8.876
79 H -3.560 -1.473 8.403
80 H -2.017 -2.137 7.823
81 H -3.516 0.283 6.668
82 H -3.310 -1.292 5.856

* HOMO level: -7.003 eV
* total charge: +1

Mulliken atomic charge list, values in e, 2 entries: number 1, C, carries -0.634; number 2, C, carries -0.544

=====

The calculation returns the following E_tot values, one per record and in order: -138796.3374, -88771.0352, -64708.5386 eV.